111
Properties=species:S:1:pos:R:3 method="wB97M-V/def2-TZVPD" lumo_ha=0.1287 de_lowest_ev=0.000 charge=-2
Cs -0.0526 0.1109 0.7291
C -4.6785 1.9524 5.0657
S -4.7308 0.2888 4.4191
C -3.0121 0.0278 4.0307
S -2.0536 1.4043 3.7492
N -2.7822 -1.2743 3.9921
N -1.5227 -1.5292 3.5441
C -1.2912 -2.7599 3.2802
C 0.0572 -3.2515 2.9070
C 0.3583 -4.5999 3.0440
C 1.6065 -5.0901 2.6405
C 2.5390 -4.1366 2.1813
C 2.1471 -2.8137 2.1397
N 0.9438 -2.3737 2.4441
H -5.6080 2.0035 5.6604
H -4.6538 2.7207 4.2667
H -3.8591 2.0964 5.7654
H -2.0820 -3.5064 3.3927
H -0.2955 -5.2815 3.4916
H 1.8268 -6.1828 2.7496
H 3.5477 -4.4124 1.8735
H 2.8529 -2.0781 1.7875
C 3.8792 2.7548 2.4672
N 3.2324 2.6791 1.1746
C 3.5736 1.4910 0.3259
C 3.1258 1.6017 -1.1093
N 3.6324 2.6331 -1.8728
C 3.1132 2.3804 -3.1116
C 3.4507 2.9726 -4.3373
C 3.0027 2.4158 -5.4839
C 2.2816 1.1994 -5.4787
C 1.9987 0.5662 -4.2767
C 2.3548 1.2082 -3.0692
N 2.3218 0.7492 -1.7472
C 3.5065 1.7976 3.6216
N 2.4872 1.0141 3.6955
C 2.5554 0.4306 4.9855
C 1.5972 -0.3600 5.6377
C 1.8173 -0.7056 6.9527
C 2.9693 -0.1990 7.6282
C 3.8867 0.6395 7.0303
C 3.6395 0.9303 5.7053
N 4.2860 1.7658 4.8051
H 3.7728 3.7325 2.8728
H 4.9390 2.6485 2.2540
H 2.2174 2.6962 1.2937
H 3.1955 0.5618 0.7106
H 4.6618 1.4235 0.2593
H 4.1353 3.7879 -4.3855
H 3.1933 2.8766 -6.4661
H 2.0030 0.7116 -6.3825
H 1.5610 -0.3934 -4.2365
H 0.4460 -2.1586 -1.3813
H 0.7887 -0.7272 5.0862
H 1.0443 -1.2215 7.5115
H 2.9792 -0.3766 8.7413
H 4.6865 1.0584 7.6214
H 4.8645 2.5283 5.0651
F -1.0310 6.8350 -3.6300
C -1.9256 5.9042 -3.2829
F -2.4089 5.4614 -4.4738
F -2.9566 6.5331 -2.6924
C -1.4553 4.8126 -2.3484
C -2.3770 4.0988 -1.5653
C -1.7804 3.1409 -0.6861
N -0.4950 2.8449 -0.6727
C 0.3153 3.4561 -1.5427
C -0.1123 4.4543 -2.4177
H -3.4402 4.2861 -1.4826
H -2.4711 2.6943 0.0399
H 1.3581 3.1524 -1.5585
H 0.5791 4.9916 -3.0438
C -0.0153 -4.9022 -1.0157
C 0.7650 -4.4247 -2.3303
C 2.1111 -3.6899 -2.0939
C 0.0130 -3.5715 -3.3263
C -0.1252 -3.9859 -4.6765
C -0.6677 -3.1751 -5.7103
C -1.4718 -2.1132 -5.3044
C -1.5266 -1.7372 -3.9162
C -2.4396 -0.5885 -3.5656
C -3.1607 -0.7861 -2.1648
C -1.6404 0.7061 -3.8575
C -0.6758 -2.3405 -2.9245
N -0.5509 -1.7646 -1.7589
H 0.2202 -5.9464 -0.7412
H -1.0605 -4.7780 -1.2657
H 0.2082 -4.3035 -0.1570
H 0.9803 -5.3846 -2.8665
H 1.9976 -2.5704 -2.2415
H 2.7947 -3.9803 -2.8561
H 2.5270 -3.8631 -1.1344
H 0.3711 -4.8881 -5.0665
H -0.7244 -3.5655 -6.7405
H -1.9867 -1.5661 -6.0484
H -3.2833 -0.6101 -4.2542
H -2.6188 -0.2103 -1.4087
H -3.3110 -1.7802 -1.8125
H -4.1480 -0.2386 -2.1115
H -0.7345 0.8038 -3.2100
H -2.2822 1.5507 -3.6189
H -1.3235 0.6798 -4.9058
N -6.4302 1.6839 0.6556
N -5.4474 0.7174 0.8348
N -5.7097 -0.5867 0.8368
C -4.5174 -1.0772 0.9439
N -3.5356 -0.1241 0.9910
N -4.1808 0.9966 0.8908
H -6.2433 2.3626 1.3875
H -6.1390 2.0579 -0.2564
H -4.2943 -2.0991 0.8968

---

110
Properties=species:S:1:pos:R:3 method="wB97M-V/def2-TZVPD" lumo_ha="0.0136 / 0.0136" multiplicity=2 charge=-1
C 2.2214 4.2619 3.1055
C 2.4385 3.5187 1.7174
C 1.5036 2.2712 1.6522
F 2.2633 1.2354 0.9971
C 0.2163 2.4628 0.7985
C 0.6310 2.4970 -0.7389
O 0.4182 1.5272 -1.4931
O 1.1584 3.5612 -1.2317
C -0.5577 3.8179 1.0647
C -1.9804 3.6426 1.7146
C -3.1273 3.5039 0.6282
C -2.2955 5.0258 2.4424
N -2.0456 2.6038 2.7744
O -1.3291 3.0253 3.7794
C -1.6445 1.2595 2.2985
C -0.9747 0.3801 3.4271
C -3.0064 0.4840 1.9512
C -0.7757 1.2463 0.9766
H 1.7145 3.6202 3.8628
H 3.1702 4.6491 3.5423
H 1.5454 5.1430 2.9566
H 3.5130 3.2130 1.6369
H 2.2725 4.2184 0.8617
H 1.3262 1.9051 2.6862
H 0.0059 4.5515 1.6809
H -0.7332 4.3236 0.0817
H -3.3228 4.4779 0.1379
H -4.0440 3.2342 1.2127
H -2.8742 2.7316 -0.1297
H -1.3992 5.4445 2.9502
H -3.0923 4.9108 3.2127
H -2.6360 5.7409 1.6546
H -1.7584 0.2368 4.2085
H -0.7399 -0.6417 3.0383
H -0.0861 0.8622 3.8806
H -3.3605 0.7002 0.9216
H -2.7598 -0.6039 2.0301
H -3.7439 0.7155 2.7513
H -0.1515 0.3160 0.9486
H -1.4458 1.1750 0.0920
C 2.5883 -1.3897 -0.4912
C 3.0254 -2.1749 0.5674
C 3.5373 -3.4422 0.3302
C 3.6119 -3.9140 -0.9767
C 3.1712 -3.1357 -2.0407
C 2.6578 -1.8706 -1.7928
N 4.1710 -5.2435 -1.2364
O 4.5292 -5.9082 -0.2782
O 4.2500 -5.6122 -2.3973
H 2.1927 -0.3983 -0.3031
H 2.9680 -1.7959 1.5804
H 3.8718 -4.0431 1.1657
H 3.2223 -3.4996 -3.0584
H 2.3130 -1.2546 -2.6141
C 5.2722 9.5805 5.2065
C 5.2069 8.7116 4.1248
C 3.9772 8.3740 3.5782
C 2.8222 8.9165 4.1209
C 2.8753 9.7790 5.2052
C 4.1080 10.1104 5.7490
N 1.5224 8.5795 3.5279
O 1.5174 7.8062 2.5916
O 0.5286 9.0975 4.0075
H 6.2347 9.8469 5.6283
H 6.1160 8.2990 3.7053
H 3.9347 7.6960 2.7355
H 1.9736 10.1981 5.6314
H 4.1622 10.7853 6.5943
C -0.4527 -7.3673 -1.2441
C -1.5818 -6.6004 -1.5110
C -1.9046 -5.5279 -0.6903
C -1.0872 -5.2335 0.3915
C 0.0334 -5.9969 0.6710
C 0.3505 -7.0665 -0.1511
N -1.4006 -4.0854 1.2484
O -2.3964 -3.4363 0.9902
O -0.6382 -3.8403 2.1664
H -0.1944 -8.2022 -1.8924
H -2.2079 -6.8363 -2.3632
H -2.7833 -4.9347 -0.9061
H 0.6702 -5.7709 1.5161
H 1.2290 -7.6656 0.0560
C -5.3111 0.0747 -4.1059
C -6.4418 0.8311 -4.3915
C -6.7752 1.9121 -3.5890
C -5.9663 2.2274 -2.5069
C -4.8405 1.4744 -2.2092
C -4.5139 0.3931 -3.0141
N -6.2992 3.3852 -1.6689
O -7.3057 4.0173 -1.9454
O -5.5478 3.6486 -0.7497
H -5.0498 -0.7661 -4.7382
H -7.0619 0.5789 -5.2431
H -7.6566 2.4959 -3.8182
H -4.2124 1.7177 -1.3629
H -3.6349 -0.1993 -2.7924
C 3.0579 -8.9663 -6.6375
C 1.8198 -9.2708 -7.1910
C 0.7391 -9.5445 -6.3665
C 0.9102 -9.5061 -4.9902
C 2.1438 -9.2105 -4.4277
C 3.2208 -8.9402 -5.2583
N -0.2352 -9.7693 -4.1140
O -1.3003 -10.0412 -4.6345
O -0.0542 -9.6939 -2.9090
H 3.8993 -8.7471 -7.2845
H 1.6973 -9.2913 -8.2667
H -0.2212 -9.7801 -6.8054
H 2.2790 -9.1844 -3.3544
H 4.1872 -8.7049 -4.8305

---

99
Properties=species:S:1:pos:R:3 method="wB97M-V/def2-TZVPD" lumo_ha=0.0130 de_lowest_ev=0.000 charge=0
Zn -0.1589 -0.3817 0.6868
O 0.0750 -2.1757 -0.0232
C 1.1751 -2.5057 -0.7955
C 2.4681 -2.4749 0.0692
C 2.9495 -1.1114 0.4877
C 4.2877 -0.7677 0.3442
C 4.7174 0.4852 0.7479
C 3.7943 1.3796 1.2552
C 2.4643 0.9877 1.3464
C 1.3969 1.9741 1.7174
C 0.6349 2.4374 0.4456
O -0.1062 1.3838 -0.1010
C 1.7086 2.9122 -0.5489
C 2.0530 2.1244 -1.6387
C 3.0851 2.5143 -2.4846
C 3.7824 3.6887 -2.2494
C 3.4357 4.4844 -1.1645
C 2.4042 4.0982 -0.3242
C -0.2866 3.6264 0.7444
C -0.5197 4.1477 2.0085
C -1.3757 5.2292 2.1858
C -2.0011 5.8128 1.0978
C -1.7565 5.3154 -0.1775
C -0.9045 4.2390 -0.3455
N 2.0700 -0.2429 1.0050
C 0.9916 -3.9634 -1.2640
C 0.5300 -4.8932 -0.3332
C 0.3417 -6.2210 -0.6771
C 0.6096 -6.6507 -1.9711
C 1.0656 -5.7373 -2.9060
C 1.2567 -4.4048 -2.5548
C 1.2954 -1.5860 -2.0133
C 2.5011 -1.3549 -2.6698
C 2.5522 -0.5744 -3.8165
C 1.3943 -0.0026 -4.3229
C 0.1887 -0.2174 -3.6704
C 0.1421 -1.0014 -2.5272
H 3.2889 -2.9890 -0.4346
H 2.2334 -3.0663 0.9570
H 4.9777 -1.4844 -0.0805
H 5.7571 0.7686 0.6463
H 4.0768 2.3838 1.5381
H 1.8761 2.8295 2.1944
H 0.6698 1.5485 2.4163
H 1.5103 1.2040 -1.8108
H 3.3428 1.8892 -3.3299
H 4.5859 3.9888 -2.9100
H 3.9642 5.4110 -0.9780
H 2.1263 4.7312 0.5116
H -0.0673 3.6961 2.8804
H -1.5616 5.6032 3.1843
H -2.6662 6.6552 1.2374
H -2.2222 5.7773 -1.0398
H -0.6967 3.8562 -1.3391
H 0.2965 -4.5560 0.6681
H -0.0211 -6.9225 0.0640
H 0.4580 -7.6864 -2.2459
H 1.2706 -6.0548 -3.9206
H 1.6024 -3.7077 -3.3065
H 3.4152 -1.8015 -2.3000
H 3.5005 -0.4133 -4.3140
H 1.4324 0.6118 -5.2133
H -0.7206 0.2281 -4.0553
H -0.7955 -1.1723 -2.0132
C -0.5137 -0.3842 4.6500
P -0.5247 -1.2250 3.0323
C 0.6603 -2.5835 3.3177
C -2.1264 -2.1151 3.0614
C -2.4243 -2.8011 1.7268
P -2.7128 -1.6010 0.3575
C -4.4689 -1.1725 0.6743
C -2.8963 -2.7728 -1.0367
H -0.7917 -1.0881 5.4365
H -1.2107 0.4528 4.6566
H 0.4883 -0.0061 4.8567
H 0.4629 -3.1024 4.2579
H 1.6768 -2.1874 3.3295
H 0.5823 -3.2838 2.4873
H -2.8973 -1.3767 3.3019
H -2.1052 -2.8390 3.8826
H -3.3025 -3.4475 1.8176
H -1.5851 -3.4224 1.4066
H -5.0759 -2.0750 0.7779
H -4.8615 -0.5853 -0.1584
H -4.5580 -0.5723 1.5795
H -3.5703 -3.5919 -0.7756
H -1.9157 -3.1767 -1.2894
H -3.3021 -2.2546 -1.9072
S -2.5478 1.5303 2.4816
C -3.4119 2.0022 1.1318
N -2.7961 1.9085 -0.0975
C -3.3956 2.2283 -1.2459
C -4.6912 2.6569 -1.2327
C -5.2866 2.7459 0.0365
N -4.6986 2.4384 1.1647
H -1.7745 1.6566 -0.0969
H -2.7903 2.1290 -2.1380
H -5.2168 2.9243 -2.1352
H -6.3136 3.0899 0.1192